[1]
ORCA calculation (ωB97M-V with the def2-TZVPD basis set) on C15H25Br12INO4PS as an isolated structure.

Summary:
orbital gap	9.0	eV
multiplicity	1

CARTESIAN COORDINATES (ANGSTROEM)
C  -1.38052  2.70853  1.42401
C  -1.43111  1.06731  1.10656
O  -2.45476  0.83809  0.07551
P  -2.39949  -0.77587  -0.57384
O  -3.62926  -1.57682  0.00806
C  -2.75528  -0.58729  -2.48053
C  -2.00978  0.73867  -3.09094
C  -0.41968  0.48761  -3.49623
C  0.64246  0.94484  -2.32681
N  1.63713  -0.11157  -1.80476
C  2.50947  0.49241  -0.70128
O  3.04850  -0.06106  0.38931
C  2.55586  2.08223  -1.21852
C  1.67673  2.19743  -2.63650
S  0.92456  3.91369  -2.96389
I  3.23313  1.81332  -4.17755
O  -0.86136  -1.57380  -0.46283
C  -0.81070  -2.57996  0.60622
C  0.42239  -3.62636  0.17721
H  -1.71943  3.34990  0.50289
H  -0.25068  3.02603  1.64026
H  -1.99227  3.00313  2.37866
H  -0.36077  0.75004  0.75557
H  -1.78584  0.55019  2.09456
H  -3.90060  -0.66652  -2.70457
H  -2.21101  -1.52811  -2.97190
H  -2.04539  1.68272  -2.37099
H  -2.59675  1.07006  -4.07234
H  -0.21844  1.17517  -4.44107
H  -0.20740  -0.61866  -3.86213
H  0.12775  1.26283  -1.30752
H  2.18376  -0.60024  -2.56797
H  3.68035  2.47652  -1.25875
H  1.88263  2.58650  -0.38306
H  1.90482  4.59648  -3.75058
H  -0.47095  -2.12781  1.65763
H  -1.76142  -3.25467  0.70689
H  0.05830  -4.09321  -0.85993
H  0.52363  -4.53524  0.91216
H  1.42702  -3.07360  -0.06166
C  -2.84159  -1.79227  4.50154
Br  -3.31855  -3.11240  3.15467
Br  -0.96899  -1.92295  5.01191
Br  -3.31681  0.01102  3.94776
H  -3.43305  -2.01872  5.39481
C  0.06735  -0.51544  8.41472
Br  -0.18118  -1.77233  9.87854
Br  -1.38501  0.77481  8.31409
Br  1.80499  0.35544  8.49560
H  0.04380  -1.09645  7.48688
C  6.11405  3.97077  0.80635
Br  5.28578  2.41778  1.63491
Br  7.91073  3.58023  0.17102
Br  4.99760  4.72393  -0.59744
H  6.20911  4.73562  1.58416
C  -1.62909  -4.03532  -5.26058
Br  -1.71785  -4.11885  -3.31907
Br  -2.20690  -2.30567  -5.93781
Br  0.13303  -4.52140  -5.92617
H  -2.33296  -4.78072  -5.64523

[2]
ORCA calculation (ωB97M-V with the def2-TZVPD basis set) on C15H25BrIO3P2Ti as an isolated structure.

Summary:
charge	+2
orbital gap (alpha / beta)	5.2 / 5.4	eV
multiplicity	2
ΔE to the lowest compared entry with this formula, charge and spin	0.000	eV

CARTESIAN COORDINATES (ANGSTROEM)
C  0.33691  -0.01014  -3.48267
I  2.45231  0.12015  -2.56932
H  0.95949  -0.45886  -4.28906
H  0.03566  1.00805  -3.71038
H  -0.51758  -0.72663  -3.27802
Ti  -0.06361  0.08196  -0.96308
P  0.18692  2.59464  -1.16037
C  -1.16265  3.61222  -0.52046
C  1.61822  3.24764  -0.24566
H  1.72758  4.32141  -0.47488
H  0.75511  4.38923  -2.68006
H  2.53532  2.71588  -0.53668
H  1.29011  2.80742  -3.33849
H  -1.33313  3.33761  0.52870
H  1.44814  3.11511  0.83315
C  0.47720  3.33260  -2.81938
H  -0.88586  4.67377  -0.59259
H  -0.44306  3.27427  -3.41739
H  -2.07879  3.42062  -1.09030
P  0.27823  -2.42948  -1.41887
C  -1.14719  -3.40380  -0.93751
C  0.78873  -3.14664  -3.01879
H  2.53563  -2.45740  -0.50503
H  1.76373  -4.08120  -0.52182
H  1.30600  -2.86901  0.73134
C  1.60620  -3.01171  -0.31661
H  1.74103  -2.72651  -3.36478
H  0.89820  -4.22819  -2.86357
H  -0.92125  -4.46239  -1.11547
H  -2.00880  -3.09780  -1.54209
H  0.01773  -2.95890  -3.77471
H  -1.37753  -3.20909  0.11543
C  -1.90236  0.50975  -1.27554
O  -3.02940  0.77337  -1.48703
Br  -2.05810  1.99029  2.69815
C  -1.17613  0.64875  3.73952
C  -0.94242  0.89478  5.09313
C  -0.24612  -0.05664  5.86045
C  0.10043  -1.28320  5.26617
C  -0.06342  -1.46933  3.89456
C  -0.66520  -0.48909  3.11595
C  -0.82398  -0.61039  1.65159
O  -1.81564  -1.10398  1.10111
O  0.18626  -0.11883  0.96508
H  -1.22583  1.83616  5.55281
H  -0.05113  0.11900  6.92313
H  0.62445  -2.05122  5.85582
H  0.26961  -2.36426  3.38449

[3]
ORCA calculation (ωB97M-V with the def2-TZVPD basis set) on C15H25CeN6O2S as an isolated structure.

Summary:
charge	+3
orbital gap (alpha / beta)	6.6 / 6.6	eV
multiplicity	1
ΔE to the lowest compared entry with this formula, charge and spin	0.000	eV

CARTESIAN COORDINATES (ANGSTROEM)
Ce  1.38441  0.38836  1.86749
C  0.66975  2.02337  3.81213
C  -0.24360  0.94590  3.92821
C  0.47707  -0.19749  4.32279
C  1.84001  0.15869  4.42756
C  1.95627  1.53405  4.11632
H  0.41748  3.04067  3.54881
H  -1.31182  1.01690  3.78535
H  0.05652  -1.16542  4.55275
H  2.64144  -0.48134  4.77297
H  2.86326  2.12317  4.16668
N  2.61084  0.68660  -0.38651
C  1.95980  1.74790  -1.22247
C  2.02568  1.54762  -2.74179
C  0.92885  0.69217  -3.40445
C  0.28450  1.53529  -4.50960
N  -0.91614  0.97734  -5.11584
C  -2.15845  1.34097  -4.78430
N  -3.18113  0.97712  -5.55296
N  -2.38274  2.03111  -3.66732
C  0.54018  2.00155  -0.72414
O  -0.34678  2.43763  -1.38837
O  0.36401  1.68732  0.59467
H  3.60756  0.89733  -0.34454
H  2.57378  -0.20106  -0.89273
H  2.51610  2.66774  -1.01857
H  3.02712  1.18393  -2.98382
H  2.00480  2.55214  -3.16946
H  0.16990  0.35394  -2.69691
H  1.35625  -0.21030  -3.84412
H  1.00744  1.69387  -5.31165
H  0.05239  2.53320  -4.13636
H  -0.81026  0.38465  -5.92411
H  -3.02906  0.60644  -6.47716
H  -4.12190  1.26562  -5.33840
H  -1.64495  2.23670  -3.01450
H  -3.29470  2.40959  -3.47266
C  0.48514  -4.50178  2.68018
N  -0.71742  -3.70360  2.93602
C  -1.73470  -4.06610  3.80050
C  -2.69980  -3.12503  3.70799
N  -2.24996  -2.20025  2.79032
C  -1.04431  -2.55927  2.32733
S  -0.14808  -1.75426  1.07302
H  0.52290  -5.29550  3.41971
H  1.36766  -3.87507  2.77358
H  0.43213  -4.93359  1.68362
H  -1.68412  -4.96445  4.39064
H  -3.65296  -3.03638  4.19863
H  -2.77039  -1.40799  2.44545

[4]
ORCA calculation (ωB97M-V with the def2-TZVPD basis set) on C15H25Cl2CuO10 as an isolated structure.

Summary:
charge	+1
orbital gap (alpha / beta)	6.4 / 5.6	eV
multiplicity	2
ΔE to the lowest compared entry with this formula, charge and spin	0.000	eV

CARTESIAN COORDINATES (ANGSTROEM)
Cu  -2.11900  -2.73639  2.71544
C  -1.08210  -0.33973  0.41737
O  -1.56423  -1.19956  1.33533
H  -1.50230  -0.50328  -0.57636
H  -1.21121  0.73472  0.66481
H  0.02282  -0.37521  0.31478
C  4.45490  2.56915  -1.75926
C  3.20898  2.01462  -1.13673
C  1.88867  2.27044  -1.89386
O  1.34967  0.94919  -2.11515
C  2.25237  0.01659  -1.73812
O  2.15786  -1.14590  -2.00189
O  3.28361  0.58135  -1.10028
H  4.35324  3.65140  -1.90706
H  4.76407  1.99988  -2.62942
H  5.27405  2.63482  -1.03351
H  3.09432  2.48037  -0.15612
H  1.99494  2.78796  -2.84709
H  1.19605  2.82927  -1.26316
C  -1.16459  -2.76383  -2.28239
C  -2.00944  -2.60958  -3.53067
C  -3.14959  -3.65429  -3.53423
O  -4.34445  -2.88879  -3.69022
C  -4.07549  -1.58366  -3.54043
O  -4.85837  -0.71499  -3.56073
O  -2.74623  -1.38410  -3.37825
H  -1.81789  -2.79230  -1.41164
H  -0.47308  -1.92914  -2.32176
H  -0.57917  -3.68476  -2.29089
H  -1.46087  -2.63110  -4.46745
H  -3.19735  -4.20776  -2.59470
H  -3.06311  -4.38303  -4.33800
C  -3.19865  1.60493  3.06729
C  -1.92893  2.26763  3.53771
C  -0.67729  1.40284  3.82384
O  0.37270  2.22787  3.29970
C  -0.13589  3.08172  2.37028
O  0.53620  3.75110  1.65769
O  -1.48631  3.01924  2.38314
H  -3.78410  1.26183  3.92478
H  -3.07558  0.76282  2.38557
H  -3.81758  2.34617  2.56513
H  -2.13937  2.94371  4.36577
H  -0.66894  0.49480  3.21496
H  -0.53347  1.16037  4.87101
Cl  4.40611  -0.03993  2.20134
C  2.72478  -0.59027  2.33814
C  2.47486  -1.92562  1.67432
Cl  3.55020  -3.21268  2.19887
H  2.05425  0.16897  1.93062
H  2.50574  -0.65768  3.40229
H  2.51431  -1.83413  0.58897
H  1.42985  -2.22605  1.85021

[5]
ORCA calculation (ωB97M-V with the def2-TZVPD basis set) on a 2-piece molecular cluster, C15H25F5INO2 overall.

Summary:
orbital gap	1.5	eV
multiplicity	1

CARTESIAN COORDINATES (ANGSTROEM)
C  0.39880  -2.27798  2.91762
C  0.59128  -1.97267  1.76369
N  0.66980  -1.55810  0.45766
I  1.50504  -3.14017  -0.83392
C  -0.71603  -1.22234  -0.05012
C  -1.68115  -2.39784  -0.00780
C  -3.04488  -1.95982  0.53011
C  -3.81758  -1.09473  -0.46152
C  -5.30320  -1.01568  -0.04556
C  -5.77295  0.40262  0.13994
O  -7.06959  0.33830  0.70561
C  -7.62093  1.61418  0.89360
C  1.48286  -0.28714  0.44096
C  2.97869  -0.49390  0.66995
C  3.80649  -0.04157  -0.54778
C  4.70792  1.13058  -0.27064
F  4.13376  2.04992  0.49575
F  4.91902  1.70538  -1.44683
C  6.10637  0.74194  0.31001
F  6.13138  -0.49744  0.73312
F  6.43902  1.53166  1.29102
F  7.01661  0.86771  -0.60415
H  0.25669  -2.24012  3.95488
H  -0.57681  -0.90512  -1.07316
H  -1.08321  -0.42416  0.58792
H  -1.83848  -2.78098  -1.00958
H  -1.33562  -3.22475  0.60473
H  -2.87250  -1.35443  1.41917
H  -3.65581  -2.80774  0.81146
H  -3.40292  -0.09460  -0.55075
H  -3.80169  -1.52961  -1.45536
H  -5.93830  -1.48478  -0.78730
H  -5.46257  -1.53201  0.89591
H  -5.13409  0.95510  0.83448
H  -5.83596  0.93395  -0.81098
H  -8.70208  1.53826  0.92571
H  -7.29796  2.07033  1.83098
H  -7.36020  2.29141  0.07853
H  1.23701  0.24053  -0.47069
H  1.10194  0.32236  1.25305
H  3.25110  0.13441  1.50766
H  3.23583  -1.50546  0.95800
H  3.15997  0.29069  -1.34760
H  4.39095  -0.85602  -0.95554
C  6.40099  3.88650  -2.84330
O  7.06339  4.37947  -3.88004
H  6.99438  3.68700  -1.91461
H  5.53928  4.49872  -2.46448
H  5.90738  2.89950  -3.01601

[6]
ORCA calculation (ωB97M-V with the def2-TZVPD basis set) on a 4-piece molecular cluster, C15H25FIO9P overall.

Summary:
SMILES string	CC[C@H](F)PC[C@H](C)I.O=C1OCCO1.O=C1OCCO1.O=C1OCCO1
orbital gap	9.1	eV
multiplicity	1
ΔE to the lowest compared entry with this formula, charge and spin	0.000	eV

CARTESIAN COORDINATES (ANGSTROEM)
C  1.38559  0.41575  1.35976
C  0.41569  -0.71862  1.04911
C  -0.42473  -1.16852  2.22596
F  0.40676  -1.97093  3.04695
P  -1.91159  -2.23359  1.85485
C  -3.01554  -1.11453  0.84224
C  -3.54821  0.18816  1.43118
C  -2.60009  1.37302  1.34433
I  -4.23397  -0.11153  3.46047
H  2.18956  0.44487  0.62437
H  1.85778  0.26994  2.33502
H  0.91031  1.39846  1.36272
H  0.99111  -1.59959  0.74853
H  -0.22683  -0.47106  0.19866
H  -0.72963  -0.32685  2.85731
H  -1.30604  -2.82394  0.71006
H  -3.86908  -1.76632  0.63095
H  -2.57343  -0.86450  -0.12709
H  -4.46957  0.42975  0.90765
H  -2.59756  1.73401  0.31059
H  -1.57811  1.10686  1.61135
H  -2.91190  2.20077  1.98070
O  -4.93543  0.01848  -1.56673
C  -5.31988  1.11359  -1.82503
O  -6.40987  1.40005  -2.56599
C  -6.68260  2.80320  -2.46737
C  -5.33016  3.36893  -2.06242
O  -4.71969  2.25196  -1.40448
H  -7.04437  3.15438  -3.42906
H  -7.44255  2.95556  -1.70009
H  -4.71874  3.64086  -2.92361
H  -5.38299  4.19750  -1.36249
O  5.69421  -3.13104  -1.40298
C  4.79789  -3.47566  -0.70198
O  4.93200  -4.20909  0.42488
C  3.67176  -4.23234  1.10801
C  2.69075  -3.96780  -0.02180
O  3.49109  -3.22710  -0.94981
H  3.54886  -5.19594  1.59294
H  3.66538  -3.43421  1.85170
H  2.34559  -4.88395  -0.50272
H  1.84227  -3.36064  0.27414
O  3.03496  3.18646  0.37140
C  3.87411  2.65977  -0.28482
O  4.43559  3.18439  -1.39747
C  5.53305  2.35555  -1.79977
C  5.19710  1.02626  -1.14213
O  4.39875  1.43853  -0.02561
H  5.56278  2.32166  -2.88479
H  6.45611  2.78799  -1.41141
H  4.59506  0.38243  -1.78453
H  6.05843  0.47863  -0.77167

| no. | total energy (a.u.) |
| --- | --- |
| 1 | -32867.4371 |
| 2 | -5215.6117 |
| 3 | -1938.0964 |
| 4 | -3899.4646 |
| 5 | -1588.4626 |
| 6 | -2002.6474 |